Run one
A single C2H4N3P molecule. Source: OMol25; level of theory: wB97M-V/def2-TZVPD.

Structure (XYZ):
```
10
Properties=species:S:1:pos:R:3
H -0.52945 -1.88882 -0.25805
N -0.42642 -1.10656 0.27437
N -1.18521 -1.02954 1.32172
C -1.22266 0.10152 1.89907
N -0.62367 1.20102 1.27563
C -0.04034 1.08987 0.19480
P 0.74899 1.61219 -1.32399
H -1.80102 0.17529 2.74806
H 0.84312 0.25717 -1.76032
H 2.22869 1.61914 -0.91852
```

E_HOMO (spin up / spin down), eV: -8.19 / -8.19
E_LUMO (spin up / spin down), eV: 0.14 / 0.14
Total charge: 0

***

Run two
A single C2H4N3P molecule. Source: OMol25; level of theory: wB97M-V/def2-TZVPD.

Structure (XYZ):
```
10
Properties=species:S:1:pos:R:3
C -1.91192 -0.04850 1.07333
C -0.85440 0.13879 0.11704
N -1.58177 0.40405 2.21832
N -0.87621 0.90518 2.94184
N 0.24201 0.64584 0.51335
P 1.62724 1.08362 -0.29393
H -2.85286 -0.52146 0.88668
H -1.08806 -0.19280 -0.89183
H 1.81250 -0.00355 -1.17137
H 2.46708 0.53428 0.67791
```

E_HOMO, eV: -8.23
E_LUMO, eV: 0.45
Total charge: 0

***

The winner here is run two, beating the second structure by 0.0513 hartree.

***

Run one
2 unconnected molecules or ions with the total composition C2H9N2O. Source: OMol25; level of theory: wB97M-V/def2-TZVPD.

Structure (XYZ):
```
14
Properties=species:S:1:pos:R:3
C -2.81207 0.22129 -0.65823
N -1.81889 -0.46992 0.26007
H -3.76504 0.37599 -0.08031
H -2.34791 1.20537 -0.75594
H -2.71579 -0.48403 -1.51824
H -2.18972 -1.38925 0.47446
H -1.82117 0.02979 1.19920
H -0.88982 -0.43630 -0.23576
C 1.84233 -0.19630 -0.21368
N 2.71278 0.60252 0.66024
O 0.63555 -0.22268 -0.12804
H 2.32410 -0.53208 -1.09238
H 2.19334 1.26378 1.22992
H 3.68877 0.67000 0.59266
```

E_HOMO (spin up / spin down), eV: -21.53 / -21.53
E_LUMO (spin up / spin down), eV: -9.69 / -14.66
Total charge: +2
⟨S²⟩: 0.771
Multiplicity: 2

***

Run two
2 unconnected molecules or ions with the total composition C2H9N2O. Source: OMol25; level of theory: wB97M-V/def2-TZVPD.

Structure (XYZ):
```
14
Properties=species:S:1:pos:R:3
C 0.02733 -1.75231 -2.03840
N 0.53293 -0.42738 -1.52311
H 0.83045 -2.47398 -2.11850
H -0.73322 -2.11051 -1.35030
H -0.44166 -1.59455 -3.00103
H 0.42300 -0.26593 -0.50442
H 0.22631 0.41666 -2.01098
H 1.56194 -0.40547 -1.53552
C 0.20053 1.33129 2.24175
N -1.02994 1.73722 2.48345
O 0.49466 0.78177 1.14280
H 1.02009 1.61513 2.92306
H -1.33614 1.65545 3.45879
H -1.77628 1.49261 1.83239
```

E_HOMO (spin up / spin down), eV: -22.06 / -22.06
E_LUMO (spin up / spin down), eV: -9.32 / -14.10
Total charge: +2
⟨S²⟩: 0.755
Multiplicity: 2

***

The winner here is run two, beating the second structure by 0.0378 hartree.

***

Run one
A molecular structure, C2H4I2O. Source: OMol25; level of theory: wB97M-V/def2-TZVPD.

Structure (XYZ):
```
9
Properties=species:S:1:pos:R:3
C 1.10849 -0.21815 -0.32559
C -1.15007 -0.26080 0.67653
O 1.09171 0.97248 -0.98994
I -2.20002 1.37225 -0.13229
I -1.97264 -2.23032 0.18920
H 1.91040 -0.35510 0.49060
H 1.15368 -0.97378 -1.12187
H -0.83273 -0.02338 1.63613
H 0.89119 1.71681 -0.42277
```

E_HOMO (spin up / spin down), eV: -8.17 / -8.18
E_LUMO (spin up / spin down), eV: -0.36 / -0.41
Total charge: 0

***

Run two
A molecular structure, C2H4I2O. Source: OMol25; level of theory: wB97M-V/def2-TZVPD.

Structure (XYZ):
```
9
Properties=species:S:1:pos:R:3
C -1.95353 0.32529 -0.66281
C 1.70033 -0.79735 1.03937
O -0.95764 0.89328 -0.40878
I 0.15351 -2.36143 0.29609
I 1.48930 1.01261 -0.12334
H -1.97840 -0.76994 -0.54641
H -2.76334 0.92743 -1.14426
H 3.13229 1.21183 -0.40903
H 1.17749 -0.44173 1.95916
```

E_HOMO, eV: -7.93
E_LUMO, eV: 0.02
Total charge: 0

***

Run three
2 unconnected molecules or ions with the total composition C2H4I2O. Source: OMol25; level of theory: wB97M-V/def2-TZVPD.

Structure (XYZ):
```
9
Properties=species:S:1:pos:R:3
C 0.28865 -0.02571 -0.36789
C 0.65987 -0.46179 0.99596
O -0.19260 -0.40044 2.00491
I 2.62589 -0.10985 1.63184
I 0.74992 -3.48350 0.66918
H -0.74634 -0.28612 -0.59106
H 0.39742 1.06293 -0.42657
H 0.93871 -0.46598 -1.11734
H -1.10975 -0.57673 1.73523
```

E_HOMO (spin up / spin down), eV: -8.21 / -8.22
E_LUMO (spin up / spin down), eV: -1.53 / -1.52
Total charge: 0

***

The winner here is run three, beating the second structure by 0.0846 hartree.

***

Run one
A molecular structure, C62H67BN11O7PW. Source: OMol25; level of theory: wB97M-V/def2-TZVPD.

Structure (XYZ):
```
150
Properties=species:S:1:pos:R:3
W -0.61841 -0.11779 -0.68236
C -4.17850 0.88861 -4.88281
C -3.15439 0.00732 -4.24312
C -2.55081 -1.09839 -4.78198
C -1.68847 -1.60418 -3.80469
N -1.74432 -0.80599 -2.71229
N -2.65926 0.16598 -3.00240
B -3.25194 1.13925 -1.99088
N -3.69076 0.44068 -0.72324
N -2.81945 0.26340 0.30954
C -3.59310 0.08275 1.42081
C -4.93373 0.12529 1.03852
C -4.95723 0.35515 -0.31766
C -6.14330 0.48710 -1.21586
C -3.21734 -0.20585 2.86942
C -2.31244 0.87517 3.46763
C -2.54198 -1.57320 2.91838
C -4.48203 -0.28994 3.72794
N -2.31751 2.29546 -1.61737
N -0.96991 2.20540 -1.41879
C -0.50990 3.49087 -1.44401
C -1.59640 4.35497 -1.58035
C -2.71742 3.57471 -1.68800
C -4.13116 4.02418 -1.87194
C 0.89299 4.12786 -1.43491
C 0.96147 5.12455 -2.60913
C 2.07713 3.17487 -1.62199
C 1.02986 4.93984 -0.13707
C -0.89320 -2.88677 -4.06491
C -0.84141 -3.76391 -2.81488
C 0.52334 -2.55381 -4.57094
C -1.59575 -3.69235 -5.16753
H -4.31977 0.57414 -5.91484
H -3.87155 1.93534 -4.88145
H -5.13989 0.82094 -4.37320
H -2.72937 -1.49725 -5.76458
H -4.20505 1.61836 -2.50839
H -5.79464 0.01760 1.67301
H -7.04918 0.31588 -0.63825
H -6.10978 -0.24125 -2.02744
H -6.20774 1.48203 -1.65775
H -1.40097 0.99207 2.89539
H -2.04600 0.60478 4.49241
H -2.83390 1.83506 3.49167
H -1.59307 -1.53766 2.39281
H -3.18491 -2.33048 2.45653
H -2.35966 -1.86280 3.95083
H -5.05911 0.63514 3.69633
H -4.18373 -0.46038 4.76330
H -5.12366 -1.11895 3.42461
H -1.57331 5.43040 -1.61682
H -4.18339 5.10036 -1.71901
H -4.79864 3.54232 -1.15723
H -4.49399 3.80828 -2.87716
H 0.67698 4.64378 -3.54705
H 1.98787 5.48530 -2.70621
H 0.32345 5.99375 -2.45827
H 2.29182 3.05204 -2.68079
H 1.92046 2.19164 -1.20470
H 2.97151 3.60336 -1.16359
H 0.25791 5.70737 -0.07599
H 2.00371 5.43478 -0.10691
H 0.93118 4.30963 0.73939
H -0.60044 -3.16909 -1.94879
H -0.07842 -4.53914 -2.92873
H -1.80594 -4.25363 -2.65490
H 1.22340 -2.42090 -3.75360
H 0.52068 -1.64980 -5.18398
H 0.89415 -3.37513 -5.18741
H -2.66064 -3.81148 -4.96383
H -1.14096 -4.68263 -5.22166
H -1.47846 -3.22516 -6.14637
C 2.84618 -3.42439 -0.87765
C 1.57460 -2.84371 -0.82874
N 1.25300 -1.69319 -1.38142
C 2.22226 -1.08759 -2.11312
C 3.52457 -1.57989 -2.22136
C 3.83901 -2.77721 -1.55230
C 4.48696 -0.88835 -3.03668
C 4.11027 0.14913 -3.80678
C 2.74102 0.58626 -3.81591
C 2.25178 1.52466 -4.74172
C 0.91962 1.82996 -4.72260
C 0.10650 1.26519 -3.73071
N 0.54943 0.41733 -2.82405
C 1.83489 0.03563 -2.91127
H 3.01870 -4.36390 -0.37085
H 0.78824 -3.38246 -0.33859
H 4.84525 -3.17610 -1.59900
H 5.50830 -1.24800 -3.04335
H 4.81590 0.64670 -4.46011
H 2.92267 1.96959 -5.46726
H 0.48149 2.50261 -5.44700
H -0.94341 1.50816 -3.70160
O -2.63487 -2.10142 -0.69545
N -1.40613 -2.14114 -0.00388
C -1.24181 -3.26628 0.59381
C -0.29538 -3.87620 1.55505
C -0.57574 -5.23827 1.72349
C 0.21009 -6.05714 2.51508
C 1.31814 -5.51726 3.14098
C 1.59424 -4.16050 3.01041
C 0.79633 -3.31499 2.25450
P 1.04015 -1.49440 2.29535
C 2.88032 -1.34568 2.47732
C 3.57414 -1.51351 3.68074
C 4.96120 -1.47618 3.70911
C 5.68519 -1.24907 2.54364
C 5.00918 -1.03242 1.35356
C 3.62113 -1.08153 1.32757
C 0.62099 -1.16688 4.07155
C 1.01083 0.06006 4.60661
C 0.80009 0.36496 5.94150
C 0.16886 -0.55360 6.77114
C -0.21419 -1.78225 6.25629
C 0.01996 -2.09047 4.92005
H -3.11188 -2.92870 -0.51918
H -1.99995 -4.00018 0.32354
H -1.42702 -5.66737 1.20687
H -0.03899 -7.10242 2.63488
H 1.96074 -6.14198 3.74812
H 2.44634 -3.75172 3.53768
H 3.03699 -1.65810 4.60944
H 5.47426 -1.62114 4.65126
H 6.76704 -1.22656 2.57191
H 5.56036 -0.80754 0.44752
H 3.10138 -0.87656 0.39946
H 1.53247 0.77438 3.98229
H 1.14245 1.31214 6.33961
H 0.00142 -0.32210 7.81480
H -0.68794 -2.51528 6.89712
H -0.25862 -3.07269 4.55999
O -0.45321 1.10759 0.99200
C 0.77924 1.24033 0.83091
O 1.20744 0.55012 -0.16290
C 1.65158 2.05749 1.66589
C 3.01196 2.08450 1.40516
C 3.82227 2.86558 2.19767
C 3.32509 3.64980 3.21836
C 1.96091 3.60965 3.43491
C 1.11346 2.82139 2.69137
N 1.37940 4.46342 4.50119
O 0.19437 4.33798 4.71286
O 2.13378 5.21314 5.07079
N 5.28101 2.86017 1.93065
O 5.98353 3.44632 2.71574
O 5.65267 2.26199 0.94361
H 3.44098 1.50613 0.60064
H 3.97320 4.27019 3.82226
H 0.05178 2.81397 2.90670
```

E_HOMO (spin up / spin down), eV: -12.71 / -12.72
E_LUMO (spin up / spin down), eV: -6.13 / -6.22
Total charge: +2

***

Run two
A molecular structure, C62H67BN11O7PW. Source: OMol25; level of theory: wB97M-V/def2-TZVPD.

Structure (XYZ):
```
150
Properties=species:S:1:pos:R:3
W 0.12291 0.37622 0.44521
C -4.80342 2.33038 1.73886
C -3.52616 2.49107 1.01102
C -3.04705 3.65765 0.46076
C -1.83743 3.34981 -0.15476
N -1.54965 2.03217 0.05236
N -2.62397 1.52102 0.75441
B -2.91103 0.03442 0.99454
N -2.43352 -0.90409 -0.14973
N -1.32675 -1.70870 0.11564
C -1.62501 -2.93837 -0.37613
C -2.83851 -2.87710 -1.06864
C -3.34674 -1.61677 -0.86174
C -4.73040 -1.18781 -1.17857
C -1.02230 -4.26955 0.02443
C -0.97095 -4.28079 1.56231
C 0.34207 -4.57011 -0.59408
C -1.94168 -5.42614 -0.39709
N -2.26047 -0.44712 2.29297
N -0.91830 -0.32935 2.57673
C -0.77309 -0.73864 3.86690
C -2.01620 -1.15385 4.35155
C -2.93038 -0.95778 3.34298
C -4.37981 -1.25722 3.41061
C 0.39221 -0.76259 4.84083
C 0.02078 0.16957 6.01186
C 1.76472 -0.30584 4.34552
C 0.52358 -2.20407 5.36593
C -1.08329 4.39986 -0.93974
C -0.51821 3.83713 -2.24455
C 0.03124 4.99372 -0.06561
C -2.03855 5.54662 -1.31633
H -4.70448 1.67147 2.59583
H -5.56402 1.93043 1.06886
H -5.14023 3.30701 2.07899
H -3.53906 4.60207 0.48302
H -4.07563 -0.08991 1.10128
H -3.32559 -3.66406 -1.60387
H -4.98531 -1.45499 -2.20105
H -4.88255 -0.12959 -1.01293
H -5.41553 -1.72968 -0.52566
H -0.34361 -3.48814 1.95705
H -0.58521 -5.23704 1.91050
H -1.97474 -4.15059 1.96852
H 0.97943 -3.69886 -0.57768
H 0.22527 -4.89765 -1.62286
H 0.82330 -5.37302 -0.04185
H -2.93200 -5.34823 0.04120
H -1.49766 -6.35767 -0.05750
H -2.03383 -5.48279 -1.47667
H -2.24279 -1.54376 5.32026
H -4.58136 -1.78154 4.33985
H -4.70047 -1.88364 2.58315
H -4.97105 -0.34434 3.40356
H 0.07667 1.20739 5.69090
H 0.72302 0.02127 6.82866
H -0.97809 -0.02321 6.38811
H 1.69801 0.60965 3.76212
H 2.25809 -1.07936 3.76425
H 2.38974 -0.11061 5.21412
H -0.35658 -2.51710 5.91814
H 1.37763 -2.26412 6.03407
H 0.67530 -2.90871 4.55009
H 0.05319 2.93300 -2.06875
H 0.12914 4.57284 -2.71646
H -1.32317 3.61129 -2.94163
H 0.90278 4.35267 -0.06210
H -0.31782 5.13607 0.95587
H 0.33379 5.96088 -0.45756
H -2.92917 5.17761 -1.82013
H -1.52912 6.23068 -1.99263
H -2.33923 6.11798 -0.44292
C 3.29113 2.83824 -1.59498
C 2.17484 2.06118 -1.38944
N 1.54064 1.90915 -0.19034
C 2.08898 2.66431 0.84485
C 3.28635 3.42129 0.71721
C 3.90188 3.49436 -0.52831
C 3.77440 4.12646 1.85938
C 3.05103 4.21532 2.99825
C 1.77398 3.59019 3.09586
C 0.90115 3.81250 4.15307
C -0.36060 3.22557 4.10255
C -0.68076 2.36953 3.07156
N 0.14820 2.05299 2.05665
C 1.34790 2.74459 2.03309
H 3.70447 2.91390 -2.58634
H 1.74408 1.57026 -2.25246
H 4.80639 4.06176 -0.66726
H 4.72717 4.62355 1.77389
H 3.40385 4.78627 3.84265
H 1.18278 4.45015 4.97417
H -1.09627 3.43544 4.86024
H -1.66529 1.91989 3.06459
O 3.01044 0.17556 1.23838
N 1.67711 -0.17127 1.59155
C 1.35587 -1.48906 1.30764
C 2.33342 -2.46782 0.82954
C 2.58260 -3.61495 1.59410
C 3.44535 -4.58810 1.13925
C 4.05124 -4.45346 -0.10166
C 3.79859 -3.33837 -0.88254
C 2.95708 -2.33586 -0.42465
P 2.61449 -0.75656 -1.31536
C 4.42380 -0.36384 -1.54059
C 5.10276 0.48324 -0.67024
C 6.46441 0.70148 -0.80097
C 7.17855 0.08050 -1.80927
C 6.51798 -0.76793 -2.68062
C 5.15878 -0.99057 -2.54840
C 2.18009 -1.24894 -3.03264
C 1.20821 -2.21807 -3.25646
C 0.80062 -2.51515 -4.54664
C 1.34256 -1.83266 -5.62497
C 2.27701 -0.83382 -5.40482
C 2.68414 -0.53282 -4.11871
H 3.62011 -0.41348 1.72438
H 0.74153 -1.91560 2.11089
H 2.09731 -3.73073 2.54961
H 3.63936 -5.45266 1.75267
H 4.71705 -5.21968 -0.46455
H 4.24761 -3.25872 -1.85889
H 4.57353 0.98865 0.12013
H 6.96801 1.35681 -0.10554
H 8.23714 0.25449 -1.91787
H 7.06294 -1.26401 -3.46874
H 4.68110 -1.64813 -3.25755
H 0.76250 -2.73608 -2.41915
H 0.05029 -3.27409 -4.71391
H 1.02641 -2.06923 -6.62885
H 2.68311 -0.27795 -6.23580
H 3.39834 0.26273 -3.96121
O 0.37382 0.81020 -3.44523
C -0.51692 0.42330 -2.72617
O -0.34764 0.20976 -1.43429
C -1.88491 0.21866 -3.30632
C -2.02551 -0.57251 -4.44233
C -3.26657 -0.66928 -5.05770
C -4.36385 0.03754 -4.59260
C -4.19845 0.83681 -3.47068
C -2.97371 0.92210 -2.81396
N -5.33363 1.55623 -2.92049
O -6.37255 1.51840 -3.52619
O -5.15046 2.11666 -1.85490
N -3.42760 -1.55228 -6.21449
O -2.44429 -2.15389 -6.56946
O -4.52905 -1.62125 -6.69444
H -1.17760 -1.09918 -4.85419
H -5.32342 -0.04365 -5.08565
H -2.87708 1.56417 -1.95193
```

E_HOMO, eV: -13.06
E_LUMO, eV: -6.78
Total charge: +2

***

The winner here is run one, beating the second structure by 0.0280 hartree.